Density functional theory data (the ωB97M-V functional and the def2-TZVPD basis) for a cluster of 2 separate species, C12H27NO7PS in total.

```
49
Properties=species:S:1:pos:R:3:forces:R:3:mulliken_charge:R:1
C 1.6880 -3.5758 -0.8652 0.019 0.020 0.030 -1.742
C 1.1655 -2.1382 -0.7522 0.065 0.064 -0.009 2.298
C 0.9675 -1.7632 0.7311 0.096 0.035 0.056 -1.818
C -0.1470 -2.0085 -1.5476 -0.068 -0.056 0.119 -2.309
C -0.5894 -0.5552 -1.7313 0.082 -0.058 -0.035 2.944
P -2.1137 -0.3988 -2.7005 0.064 0.112 0.259 0.709
O -1.9271 -0.1818 -4.1299 -0.018 -0.010 -0.030 -0.703
O -2.9958 -1.7041 -2.3708 0.089 0.025 0.044 -0.568
O -2.9055 0.8152 -1.9887 -0.226 -0.074 -0.145 -0.544
C 0.5242 0.2452 -2.4198 -0.039 0.121 0.032 -2.129
C 1.8339 0.2139 -1.6187 0.022 -0.069 0.046 1.993
C 2.9736 0.8359 -2.4276 -0.019 0.011 -0.015 -1.863
C 1.6896 0.9905 -0.3099 -0.018 -0.001 0.061 -1.568
N 2.1737 -1.2372 -1.4071 -0.269 -0.009 -0.335 0.506
O 2.7597 -1.7707 -2.4123 0.106 0.013 0.129 -0.635
H 2.7737 -3.5966 -0.7850 -0.018 -0.003 0.091 0.430
H 1.4231 -4.0299 -1.8180 0.081 0.065 -0.041 0.314
H 1.2645 -4.1844 -0.0667 -0.069 -0.009 -0.040 0.468
H 1.7693 -1.1205 1.0913 0.009 -0.135 0.005 0.265
H 0.0238 -1.2440 0.9111 0.040 0.016 -0.027 0.238
H 0.9728 -2.6633 1.3437 -0.060 -0.012 -0.004 0.495
H -0.0074 -2.4695 -2.5291 0.035 0.005 0.009 0.551
H -0.9129 -2.5818 -1.0200 -0.020 -0.027 -0.071 0.275
H -0.8075 -0.1043 -0.7577 -0.019 -0.066 -0.021 -1.127
H -3.6771 -1.5955 -1.7021 -0.061 0.019 -0.028 0.354
H -3.0785 0.6906 -1.0479 0.237 0.064 0.073 0.336
H 0.2256 1.2877 -2.5616 -0.012 -0.016 -0.017 0.459
H 0.7002 -0.1761 -3.4115 0.013 -0.005 0.013 0.435
H 2.8801 0.6217 -3.4900 0.028 -0.064 0.020 0.367
H 2.9721 1.9176 -2.2875 -0.059 -0.006 -0.032 0.432
H 3.9333 0.4445 -2.0925 -0.007 0.038 0.034 0.430
H 2.6082 0.9309 0.2775 -0.013 0.014 -0.007 0.385
H 1.5147 2.0382 -0.5579 0.037 0.008 0.003 0.457
H 0.8549 0.6764 0.3121 0.081 0.027 -0.076 -0.039
O -1.5267 1.0187 1.2046 -0.135 -0.053 -0.080 -0.612
S -1.4781 2.2154 2.0037 -0.007 0.037 0.029 1.292
O -0.2556 2.9530 2.0446 -0.002 -0.013 -0.011 -0.646
O -1.9597 1.8615 3.4659 0.042 0.020 -0.027 -0.361
C -1.3223 0.7269 4.1248 -0.008 -0.095 0.028 -0.239
C 0.0573 1.0613 4.6420 0.001 0.034 -0.014 -0.977
C -2.8000 3.2835 1.5603 -0.001 -0.001 -0.013 -1.159
H -1.3085 -0.1089 3.4247 -0.001 0.016 -0.015 0.247
H -2.0090 0.4889 4.9335 -0.004 0.030 -0.001 0.314
H 0.7578 1.2443 3.8290 -0.002 -0.006 -0.003 0.240
H 0.4232 0.2221 5.2349 0.004 0.001 -0.001 0.392
H 0.0256 1.9475 5.2750 0.000 -0.013 0.012 0.301
H -3.7264 2.7161 1.5515 -0.004 0.007 0.012 0.313
H -2.5661 3.6644 0.5678 0.000 -0.005 0.000 0.404
H -2.8414 4.0965 2.2800 0.006 0.005 -0.008 0.394
```
Positions in Å, forces in eV/Å.

Results
Highest occupied orbital energy (alpha / beta): -7.9 / -9.2 eV
Total energy: -48829.486 eV
Spin multiplicity: 2
Molar mass: 360.4 g/mol
Maximum force: 0.43 eV/A
<S²>: 0.754